P) Computed, not measured: a gas-phase ion, C11H12N (charge +1), with ωB97M-V/def2-TZVPD.

Values from the calculation:
Highest occupied orbital energy   -12.41 eV
Charge   +1
SMILES   c1ccc2c(c1)[C@@]13C[NH2+]C[C@@]21C3
Molecular weight   158.22 Da
Orbital gap   9.267 eV
LUMO level   -3.1 eV

Last column: natural (NBO) charge in e.
Atoms and positions in Å:
1 C 3.030 -0.707 0.380  -0.19
2 C 3.068 0.675 0.151  -0.18
3 C 1.899 -1.447 0.132  -0.20
4 C 1.904 1.398 -0.101  -0.19
5 C 0.757 -0.678 -0.206  -0.04
6 C 0.739 0.673 -0.203  -0.08
7 C -1.086 0.001 -1.855  -0.37
8 C -1.784 -1.209 0.263  -0.27
9 C -1.768 1.238 0.279  -0.25
10 C -0.716 -0.875 -0.707  0.01
11 C -0.722 0.888 -0.659  -0.04
12 N -1.879 -0.043 1.234  -0.55
13 H 3.961 -1.030 0.838  0.24
14 H 3.975 1.244 0.488  0.24
15 H 1.595 -2.427 0.308  0.23
16 H 1.792 2.489 -0.181  0.23
17 H -0.633 0.308 -2.791  0.27
18 H -2.088 -0.169 -2.040  0.22
19 H -2.778 -1.456 -0.240  0.25
20 H -1.537 -2.115 0.792  0.25
21 H -1.551 2.195 0.813  0.27
22 H -2.677 1.342 -0.341  0.25
23 H -2.620 -0.263 1.950  0.45
24 H -0.882 -0.030 1.696  0.45

---

Q) Computed, not measured: a gas-phase ion, C11H12N (charge +1), with ωB97M-V/def2-TZVPD.

Values from the calculation:
Highest occupied orbital energy   -13.01 eV
Charge   +1
Molecular weight   158.22 Da
Orbital gap   7.176 eV
LUMO level   -5.8 eV

Last column: natural (NBO) charge in e.
Atoms and positions in Å:
1 C -2.961 -0.829 -0.636  -0.24
2 C -3.214 0.417 -0.024  -0.04
3 C -1.748 -1.429 -0.439  -0.06
4 C -2.169 1.124 0.528  -0.27
5 C -0.682 -0.767 0.194  -0.28
6 C -0.877 0.612 0.614  0.20
7 C 0.533 -1.368 0.440  0.44
8 C 2.857 -1.960 -0.380  -0.61
9 C 1.591 -2.099 0.510  -0.26
10 C 0.316 1.592 0.971  -0.28
11 C 1.495 2.530 -0.852  0.01
12 N 1.216 1.568 -0.132  -0.44
13 H -3.628 -1.423 -1.305  0.26
14 H -4.253 0.879 0.059  0.26
15 H -1.653 -2.462 -0.876  0.25
16 H -2.275 2.082 1.031  0.25
17 H 2.611 -2.181 -1.488  0.25
18 H 3.184 -1.006 -0.157  0.24
19 H 1.839 -2.568 1.421  0.30
20 H -0.109 2.633 1.100  0.20
21 H 0.860 1.272 1.967  0.24
22 H 2.195 2.501 -1.636  0.18
23 H 1.168 3.561 -0.680  0.14
24 H 3.703 -2.679 -0.231  0.26

---

R) Computed, not measured: a molecular structure, C11H12N, with ωB97M-V/def2-TZVPD.

Values from the calculation:
Highest occupied orbital energy   -12.59 eV
Charge   +1
Molecular weight   158.22 Da
Orbital gap   9.432 eV
LUMO level   -3.2 eV

Last column: natural (NBO) charge in e.
Atoms and positions in Å:
1 C 3.512 -0.556 0.502  -0.19
2 C 3.442 0.760 0.227  -0.19
3 C 2.488 -1.454 0.340  -0.27
4 C 2.180 1.341 -0.196  -0.17
5 C 1.318 -0.903 -0.072  0.13
6 C 1.071 0.476 -0.304  -0.14
7 C -0.742 -0.430 -1.889  -0.40
8 C -1.698 -1.265 0.505  -0.29
9 C -1.588 1.100 -0.081  -0.21
10 C -0.651 -1.092 -0.547  0.00
11 C -0.352 0.404 -0.723  -0.12
12 N -1.811 0.116 1.106  -0.51
13 H 4.475 -0.863 0.820  0.23
14 H 4.220 1.503 0.560  0.24
15 H 2.680 -2.504 0.277  0.25
16 H 2.111 2.385 -0.365  0.23
17 H 0.216 -0.708 -2.599  0.27
18 H -1.677 -0.203 -2.379  0.24
19 H -2.597 -1.518 -0.047  0.24
20 H -1.358 -2.052 1.324  0.28
21 H -1.514 2.153 0.249  0.26
22 H -2.502 0.891 -0.747  0.23
23 H -2.711 0.284 1.545  0.44
24 H -1.067 0.151 1.755  0.43

---

Most stable = P)

---

P) Computed, not measured: a molecular structure, C25H25N5Ti, with ωB97M-V/def2-TZVPD.

Values from the calculation:
Highest occupied orbital energy (alpha / beta)   -6.77 / -12.11 eV
Charge   +1
Molecular weight   443.38 Da
Orbital gap (alpha / beta)   4.607 / 10.062 eV
2S+1   4
LUMO level (alpha / beta)   -2.2 / -2.1 eV

Last column: Löwdin spin population.
Atoms and positions in Å:
1 Ti -10.945 11.415 -10.636  2.31
2 N -12.538 12.346 -9.015  0.03
3 C -13.346 11.421 -8.482  0.02
4 C -13.934 11.499 -7.231  0.00
5 C -13.726 12.675 -6.500  0.01
6 C -12.941 13.669 -7.038  0.00
7 C -12.344 13.452 -8.267  0.02
8 H -13.532 10.540 -9.088  0.00
9 H -14.642 10.786 -6.840  0.00
10 H -14.171 12.741 -5.516  0.00
11 H -12.787 14.622 -6.551  0.00
12 H -11.847 14.275 -8.767  0.00
13 N -10.429 13.635 -11.411  0.03
14 C -9.179 14.101 -11.636  0.03
15 C -8.882 15.274 -12.291  0.00
16 C -9.967 16.060 -12.702  0.03
17 C -11.236 15.629 -12.456  0.00
18 C -11.438 14.398 -11.846  0.03
19 H -8.349 13.507 -11.269  0.00
20 H -7.862 15.581 -12.460  0.00
21 H -9.772 16.990 -13.222  0.00
22 H -12.063 16.258 -12.762  0.00
23 H -12.435 14.016 -11.664  0.00
24 N -11.301 8.960 -9.723  0.02
25 C -11.302 7.942 -10.601  0.01
26 C -11.026 6.635 -10.213  0.00
27 C -10.856 6.356 -8.861  0.01
28 C -10.834 7.412 -7.968  0.00
29 C -11.119 8.683 -8.433  0.01
30 H -11.463 8.272 -11.613  0.00
31 H -11.025 5.830 -10.933  0.00
32 H -10.721 5.324 -8.568  0.00
33 H -10.758 7.266 -6.898  0.00
34 H -11.148 9.508 -7.731  0.00
35 N -9.081 11.381 -9.241  0.04
36 C -8.863 12.396 -8.387  0.04
37 C -7.788 12.443 -7.513  0.00
38 C -6.909 11.370 -7.510  0.03
39 C -7.091 10.291 -8.375  0.00
40 C -8.217 10.364 -9.184  0.03
41 H -9.611 13.180 -8.381  0.00
42 H -7.634 13.247 -6.809  0.00
43 H -6.039 11.399 -6.864  0.00
44 H -6.428 9.443 -8.361  0.00
45 H -8.431 9.533 -9.854  0.00
46 N -10.114 10.436 -12.498  0.06
47 C -10.854 9.915 -13.501  0.06
48 C -10.327 9.570 -14.729  0.00
49 C -8.962 9.775 -14.942  0.08
50 C -8.177 10.279 -13.918  0.00
51 C -8.792 10.581 -12.713  0.07
52 H -11.911 9.768 -13.307  0.00
53 H -10.967 9.189 -15.512  0.00
54 H -8.559 9.472 -15.899  0.00
55 H -7.125 10.460 -14.080  0.00
56 H -8.186 10.932 -11.887  0.01

---

Q) Computed, not measured: a molecular structure, C25H25N5Ti, with ωB97M-V/def2-TZVPD.

Values from the calculation:
Highest occupied orbital energy (alpha / beta)   -6.95 / -12.25 eV
Charge   +1
Molecular weight   443.38 Da
Orbital gap (alpha / beta)   4.860 / 10.333 eV
2S+1   4
LUMO level (alpha / beta)   -2.1 / -1.9 eV

Last column: Löwdin spin population.
Atoms and positions in Å:
1 Ti 3.274 -28.376 32.123  2.32
2 N 2.416 -30.569 32.062  0.03
3 C 3.240 -31.615 32.155  0.03
4 C 2.884 -32.831 32.716  0.00
5 C 1.589 -33.013 33.146  0.04
6 C 0.709 -31.943 33.035  0.00
7 C 1.167 -30.750 32.501  0.04
8 H 4.253 -31.495 31.783  0.00
9 H 3.635 -33.606 32.780  0.00
10 H 1.265 -33.951 33.578  0.00
11 H -0.318 -32.005 33.365  0.00
12 H 0.504 -29.899 32.391  0.00
13 N 4.320 -29.029 34.276  0.03
14 C 5.266 -28.301 34.852  0.01
15 C 5.531 -28.326 36.205  0.00
16 C 4.775 -29.162 37.003  0.01
17 C 3.792 -29.946 36.406  0.00
18 C 3.599 -29.846 35.047  0.02
19 H 5.849 -27.650 34.210  0.00
20 H 6.331 -27.725 36.614  0.00
21 H 4.931 -29.250 38.071  0.00
22 H 3.187 -30.601 37.019  0.00
23 H 2.819 -30.416 34.558  0.00
24 N 1.296 -27.412 32.906  0.04
25 C 0.294 -27.045 32.119  0.03
26 C -0.943 -26.642 32.595  0.00
27 C -1.139 -26.619 33.963  0.03
28 C -0.100 -26.988 34.795  0.00
29 C 1.095 -27.381 34.233  0.04
30 H 0.447 -27.072 31.044  0.00
31 H -1.726 -26.307 31.931  0.00
32 H -2.068 -26.270 34.396  0.00
33 H -0.236 -27.016 35.868  0.00
34 H 1.937 -27.675 34.849  0.00
35 N 4.530 -26.308 32.227  0.03
36 C 5.497 -25.936 31.384  0.03
37 C 6.328 -24.848 31.602  0.00
38 C 6.109 -24.065 32.723  0.02
39 C 5.072 -24.403 33.576  0.00
40 C 4.332 -25.536 33.301  0.03
41 H 5.622 -26.535 30.487  0.00
42 H 7.126 -24.634 30.906  0.00
43 H 6.719 -23.184 32.879  0.00
44 H 4.866 -23.805 34.452  0.00
45 H 3.550 -25.849 33.985  0.00
46 N 2.953 -27.965 29.876  0.04
47 C 3.111 -29.052 29.104  0.04
48 C 3.024 -29.034 27.721  0.00
49 C 2.757 -27.830 27.089  0.04
50 C 2.566 -26.702 27.875  0.00
51 C 2.670 -26.826 29.248  0.04
52 H 3.281 -30.003 29.595  0.00
53 H 3.135 -29.968 27.189  0.00
54 H 2.656 -27.775 26.013  0.00
55 H 2.319 -25.747 27.435  0.00
56 H 2.586 -25.946 29.879  0.00

---

Most stable = Q)

---

P) Computed, not measured: a gas-phase ion, CH4NO2 (charge +1), with ωB97M-V/def2-TZVPD.

Values from the calculation:
Highest occupied orbital energy   -16.05 eV
Charge   +1
SMILES   [NH3+]C1OO1
Molecular weight   62.05 Da
Orbital gap   11.434 eV
LUMO level   -4.6 eV

Last column: natural (NBO) charge in e.
Atoms and positions in Å:
1 C 1.122 0.039 0.458  0.43
2 N -0.176 -0.026 -0.325  -0.76
3 O 2.177 -0.677 -0.105  -0.17
4 O 2.105 0.689 -0.118  -0.19
5 H 0.964 0.231 1.606  0.24
6 H -0.011 -0.181 -1.343  0.48
7 H -0.706 0.963 -0.462  0.49
8 H -0.746 -0.680 0.263  0.48

---

Q) Computed, not measured: 2 unconnected molecules or ions with the total composition CH4NO2, with ωB97M-V/def2-TZVPD.

Values from the calculation:
Highest occupied orbital energy (alpha / beta)   -17.20 / -16.35 eV
Charge   +1
Molecular weight   62.05 Da
Orbital gap (alpha / beta)   9.681 / 8.341 eV
LUMO level (alpha / beta)   -7.5 / -8.0 eV

Last column: natural (NBO) charge in e.
Atoms and positions in Å:
1 C 0.531 0.273 1.027  -0.60
2 N 0.059 -0.774 0.343  0.47
3 O -0.807 0.104 -2.046  -0.47
4 O -0.503 -1.214 -0.529  0.13
5 H 0.434 0.215 2.160  0.35
6 H 0.050 1.272 0.872  0.31
7 H 1.593 0.398 0.968  0.35
8 H -1.357 -0.274 -2.795  0.46

---

R) Computed, not measured: 2 unconnected molecules or ions with the total composition CH4NO2, with ωB97M-V/def2-TZVPD.

Values from the calculation:
Highest occupied orbital energy (alpha / beta)   -16.58 / -16.60 eV
Charge   +1
Molecular weight   62.05 Da
Orbital gap (alpha / beta)   7.782 / 7.798 eV
LUMO level (alpha / beta)   -8.8 / -8.8 eV

Last column: natural (NBO) charge in e.
Atoms and positions in Å:
1 C 0.816 -0.891 -0.125  -0.56
2 N 0.222 0.169 -0.806  0.42
3 O -1.332 1.570 1.081  -0.43
4 O -0.519 1.055 -0.685  0.11
5 H 0.648 -0.984 0.983  0.30
6 H 1.855 -0.954 -0.350  0.33
7 H 0.486 -1.840 -0.733  0.36
8 H -2.176 1.875 0.634  0.47

---

Most stable = P)